C5H10N2 in the gas phase, computed with ωB97M-V with the def2-TZVPD basis set.

Results
Relative energy (zero: lowest compared OMol25 entry of this formula, charge and spin) in kJ/mol: 201.5
SMILES: C[C@H]1N[C@H]1[C@H]1CN1

Last column: Löwdin charge in e.
CARTESIAN COORDINATES (ANGSTROEM)
C (0.735, -2.069, -0.081)  -0.06
C (1.087, -0.770, -0.765)  -0.32
N (0.062, 0.052, -1.393)  0.04
C (0.784, 0.614, -0.264)  -0.24
C (-0.113, 1.114, 0.850)  -0.28
C (-1.378, 1.782, 0.436)  -0.16
N (-1.403, 0.517, 1.163)  0.02
H (-0.120, -1.966, 0.591)  0.07
H (1.606, -2.392, 0.502)  0.08
H (0.497, -2.858, -0.806)  0.08
H (2.014, -0.849, -1.345)  0.13
H (0.298, 0.444, -2.299)  0.10
H (1.600, 1.319, -0.432)  0.13
H (0.391, 1.525, 1.725)  0.13
H (-1.768, 2.653, 0.958)  0.09
H (-1.625, 1.750, -0.624)  0.10
H (-1.613, -0.230, 0.503)  0.08